Record 1
# C32H28N6O6S3Sc

A molecular structure, C32H28N6O6S3Sc (ωB97M-V with the def2-TZVPD basis set, OMol25).

Calculated values
HOMO-LUMO gap: 8.197 eV
HOMO level: -11.0 eV
ΔE to the lowest compared entry with this formula, charge and spin: 22.1 kcal per mole
LUMO energy: -2.8 eV
Total charge: +1

Positions of all 76 atoms, in Å:
Sc 0.12001 -0.06426 -0.09004
C 0.52840 1.55224 -3.68132
C 1.50579 0.48904 -3.27065
C 2.76579 0.41173 -3.85435
C 3.61408 -0.61776 -3.49412
C 3.15774 -1.61306 -2.64115
C 1.87201 -1.50662 -2.14793
N 1.10334 -0.42785 -2.38217
C 1.19508 -2.59318 -1.39332
C 1.69823 -3.87734 -1.33802
C 0.95215 -4.85341 -0.70140
C -0.28370 -4.52854 -0.18267
C -0.73116 -3.21772 -0.27128
N 0.01623 -2.26387 -0.84231
C -2.09644 -2.85645 0.20060
C -2.64421 -3.45205 1.32441
C -3.92707 -3.08452 1.69475
C -4.61372 -2.17325 0.91632
C -3.99489 -1.63119 -0.20739
C -4.74422 -0.71443 -1.13227
N -2.73817 -1.94565 -0.53613
H 0.19205 1.35245 -4.70248
H 0.98662 2.54267 -3.67212
H -0.34182 1.54570 -3.03129
H 3.07002 1.16154 -4.57395
H 4.61781 -0.66732 -3.89912
H 3.79497 -2.44171 -2.36529
H 2.64447 -4.12194 -1.79696
H 1.32174 -5.86789 -0.64034
H -0.91442 -5.28238 0.26554
H -2.06872 -4.15000 1.91899
H -4.38321 -3.50345 2.58244
H -5.62624 -1.88012 1.16629
H -5.38332 -1.30526 -1.79417
H -4.04753 -0.14821 -1.74521
H -5.38880 -0.02908 -0.57718
C -4.36098 3.26074 -1.06576
N -2.95811 3.66555 -1.05056
C -2.50449 4.90967 -1.45234
C -1.17490 4.90852 -1.32439
N -0.80392 3.65196 -0.83184
C -1.92058 2.88333 -0.68219
S -2.12532 1.27803 -0.19956
C 0.55643 3.38012 -0.50104
C 1.31356 4.44755 -0.05605
C 2.67990 4.28190 0.09287
C 3.23424 3.05997 -0.20801
C 2.38470 2.03511 -0.57351
N 1.05908 2.16287 -0.70980
H -4.96793 4.09318 -0.71845
H -4.49163 2.41509 -0.39936
H -4.66305 2.97680 -2.07426
H -3.17482 5.67312 -1.81001
H -0.44810 5.66073 -1.57411
H 0.84361 5.38790 0.19041
H 3.28967 5.10153 0.45059
H 4.29208 2.86306 -0.10043
H 2.78757 1.05088 -0.74491
O 0.34280 1.13097 1.77437
S -0.26615 0.08451 2.62379
O -1.27903 0.50784 3.52848
O -0.72170 -0.94191 1.61919
C 1.00291 -0.72427 3.57356
C 0.61392 -1.10312 4.84913
C 1.47939 -1.81237 5.67006
C 2.73911 -2.15341 5.21092
C 3.13720 -1.77334 3.93608
C 2.28410 -1.05755 3.11271
S 2.99951 -0.53897 1.56517
O 3.34666 0.84617 1.69787
O 4.04930 -1.46061 1.24295
O 1.86698 -0.72365 0.56669
H -0.37516 -0.83157 5.19552
H 1.16073 -2.09453 6.66483
H 3.42185 -2.71009 5.84053
H 4.12170 -2.02854 3.56620


Record 2
# H8O6V

A molecular structure, H8O6V in a non-equilibrium geometry (ωB97M-V with the def2-TZVPD basis set, OMol25).

Calculated values
HOMO-LUMO gap: 7.436 eV
HOMO level: -15.0 eV
ΔE to the lowest compared entry with this formula, charge and spin: 100.2 kcal per mole
LUMO energy: -7.5 eV
Total charge: +1

Positions of all 15 atoms, in Å:
O -0.62840 -1.13426 -2.74133
V -0.97839 -0.30221 -1.38307
O -2.41170 0.34732 -1.62378
O -1.07334 1.15546 2.52632
H -1.62384 0.87691 3.25817
H -1.23398 2.09596 2.44956
O 0.53441 3.39185 -1.67347
H 1.38398 3.76002 -1.43076
H 0.15666 4.03502 -2.27336
O -1.27540 -3.54989 0.84724
H -0.53625 -4.15463 0.91207
H -2.04946 -4.10888 0.91501
O 2.90885 -0.74895 -0.11819
H 3.07276 -0.65486 0.82017
H 3.75409 -1.00887 -0.48458


Record 3
# HN2O3S

2 unconnected molecules or ions with the total composition HN2O3S in a non-equilibrium geometry (ωB97M-V with the def2-TZVPD basis set, OMol25).

Calculated values
HOMO-LUMO gap (alpha / beta): 8.507 / 4.289 eV
HOMO level (alpha / beta): -4.7 / -3.2 eV
ΔE to the lowest compared entry with this formula, charge and spin: 162.8 kcal per mole
LUMO energy (alpha / beta): 3.8 / 1.1 eV
Total charge: -1

Positions of all 7 atoms, in Å:
N 0.60039 0.97140 0.00173
N 1.43042 -0.13982 -0.06987
O 1.11986 -1.08300 -0.81637
O 2.42700 -0.12154 0.65945
O -0.40991 0.78340 -0.62579
S -3.24252 -0.07479 0.38018
H -1.92525 -0.33566 0.47065


Record 4
# C4H11N2O

2 unconnected molecules or ions with the total composition C4H11N2O in a non-equilibrium geometry (ωB97M-V with the def2-TZVPD basis set, OMol25).

Calculated values
HOMO-LUMO gap: 6.081 eV
HOMO level: -2.0 eV
ΔE to the lowest compared entry with this formula, charge and spin: 59.1 kcal per mole
LUMO energy: 4.1 eV
Total charge: -1

Positions of all 18 atoms, in Å:
C -0.08709 -0.87787 -0.56718
O -0.73900 -0.22230 0.44914
C 0.44170 -2.20622 -0.04819
N 1.00414 -3.00366 -1.18329
H -0.78140 -1.05199 -1.41794
H 0.77006 -0.30473 -0.98506
H 1.27883 -1.98979 0.61749
H -0.34395 -2.74226 0.48414
H 1.66950 -3.70812 -0.89098
H 0.23066 -3.48104 -1.62891
C -1.13306 1.61897 -0.10972
C -0.04064 2.40747 0.08802
N 0.48569 2.75295 1.41113
H -1.95031 1.59695 0.61343
H -1.41196 1.25395 -1.09267
H 0.61777 2.80218 -0.67528
H 0.44040 1.94278 2.01693
H -0.07499 3.50932 1.79160


Record 5
# C6H14N2O2

2 unconnected molecules or ions with the total composition C6H14N2O2 in a non-equilibrium geometry (ωB97M-V with the def2-TZVPD basis set, OMol25).

Calculated values
HOMO-LUMO gap: 10.348 eV
HOMO level: -9.5 eV
ΔE to the lowest compared entry with this formula, charge and spin: 30.9 kcal per mole
LUMO energy: 0.8 eV
SMILES: CC(C)C=O.CNC(N)=O

Positions of all 24 atoms, in Å:
C -1.78423 0.29293 -1.51293
C -1.81766 0.01054 -0.01347
C -1.46546 -1.42727 0.33472
C -0.99812 1.02631 0.94233
O -0.62556 0.80906 2.06222
H -2.12518 1.29999 -1.74882
H -2.41465 -0.42456 -2.03720
H -0.78791 0.14358 -1.92467
H -2.84491 0.20921 0.32309
H -0.49198 -1.65673 -0.09114
H -1.51749 -1.58227 1.41119
H -2.16255 -2.12596 -0.12643
H -1.25940 2.05945 0.63960
C 2.13473 -1.48590 0.44102
N 1.70813 -0.11801 0.68114
C 1.53217 0.73477 -0.41674
N 1.74895 2.06284 -0.09044
O 1.41735 0.33378 -1.55668
H 1.73402 -2.14396 1.21310
H 1.74109 -1.78381 -0.52809
H 3.22232 -1.57204 0.40264
H 2.15317 0.29268 1.49176
H 1.32476 2.69172 -0.75613
H 1.57841 2.35364 0.85992


Record 6
# C14H11I2NO2

C14H11I2NO2 in the gas phase (ωB97M-V with the def2-TZVPD basis set, OMol25).

Calculated values
HOMO-LUMO gap: 7.786 eV
HOMO level: -8.9 eV
LUMO energy: -1.1 eV
SMILES: C/C(I)=C(\I)C1=CC(=O)c2ccc(C)c(N)c2C1=O

Positions of all 30 atoms, in Å:
C -0.38689 1.21314 -5.14720
C 0.08758 0.47294 -3.93111
I 0.39734 -1.57550 -4.20965
C 0.39003 1.01717 -2.76188
I 0.28132 3.10966 -2.52937
C 0.80686 0.33909 -1.52385
C 2.07181 0.34553 -1.09225
C 2.45821 -0.34469 0.16268
O 3.57333 -0.78753 0.32722
C 1.38711 -0.43534 1.18887
C 1.70657 -0.52553 2.53166
C 0.68222 -0.54330 3.46582
C -0.65411 -0.48516 3.08700
C -1.74152 -0.47185 4.12112
C -0.98171 -0.44521 1.72093
N -2.35798 -0.39861 1.37915
C 0.04989 -0.41550 0.77628
C -0.22417 -0.37530 -0.69235
O -1.20543 -0.87494 -1.19195
H 0.40561 1.84446 -5.54772
H -0.72775 0.52403 -5.91314
H -1.23221 1.84806 -4.87749
H 2.85189 0.83856 -1.65902
H 2.74312 -0.56399 2.83371
H 0.93415 -0.58741 4.51764
H -1.33853 -0.19083 5.09200
H -2.49558 0.26332 3.84313
H -2.23957 -1.43726 4.19834
H -2.48447 -0.02864 0.44780
H -2.75709 -1.32939 1.38365